Record 1
The following is a quantum chemistry calculation of a gas-phase ion, C5H12NO (charge +1) in a non-equilibrium geometry, from the OMol25 dataset.

Computed properties:
2S+1 ... 1
HOMO level ... -14.62 eV
ΔE to the lowest compared entry with this formula, charge and spin ... 226.5 kJ/mol
SMILES string ... CC1([NH2+]CO)CC1
Total charge ... +1

Atoms and positions in Å:
C -1.2954 0.9538 -0.7263
C -1.7690 0.5699 0.7137
C -0.6442 -0.1333 0.0639
C -0.7390 -1.4645 -0.4967
C 2.1781 -0.1983 0.0194
N 0.6026 0.0220 0.8191
O 2.7778 0.9819 0.1910
H -2.1533 0.6915 -1.4910
H -0.9147 1.9444 -1.0537
H -1.5382 1.4352 1.3805
H -2.6792 0.1280 0.8912
H -0.6973 -2.2530 0.2261
H 0.1559 -1.6169 -1.1277
H -1.6600 -1.5856 -1.1489
H 2.5446 -1.0000 0.5702
H 1.8763 -0.5310 -0.9596
H 0.5942 -0.5580 1.6472
H 0.5910 1.0644 1.0751
H 2.7699 1.5493 -0.5937

***

Record 2
The following is a quantum chemistry calculation of a molecular structure, CH5N2O2S in a non-equilibrium geometry, from the OMol25 dataset.

Computed properties:
2S+1 ... 3
HOMO level (alpha / beta) ... -0.48 / -4.32 eV
Total charge ... -1

Atoms and positions in Å:
C -0.5067 -0.1705 0.3228
N 0.2003 1.0610 -0.0190
N 1.0114 1.0054 -1.1779
O 2.6081 0.5473 1.2193
O 2.9585 -1.3009 -0.3509
S 3.0017 0.1902 -0.1821
H -0.0246 -1.0000 0.8307
H -1.4526 0.3100 0.7657
H -1.0189 -0.4902 -0.6370
H 0.8397 1.2610 0.6878
H 0.5586 0.3510 -1.8289

***

Record 3
The following is a quantum chemistry calculation of a molecular structure, C41H36N6O6PTa in a non-equilibrium geometry, from the OMol25 dataset.

Computed properties:
2S+1 ... 1
HOMO level ... -13.11 eV
ΔE to the lowest compared entry with this formula, charge and spin ... 108.0 kJ/mol
Total charge ... +2

Atoms and positions in Å:
Ta -0.1952 -0.5089 0.6222
C -0.7676 -3.8387 1.8297
O 0.1606 -2.9608 1.1708
C 1.5057 -3.1251 1.4721
C 2.0203 -4.0352 2.3755
C 3.4022 -4.0826 2.5479
C 4.2482 -3.2519 1.8263
C 3.7184 -2.3481 0.9162
C 2.3516 -2.2851 0.7692
N 1.6531 -1.4404 -0.1620
N 2.0670 -1.5516 -1.3480
C 1.2875 -1.2060 -2.4176
C -0.1011 -1.2233 -2.3161
O -0.6482 -1.2470 -1.0924
C -0.9269 -1.2581 -3.4460
C -0.3377 -1.1788 -4.6737
C 1.0739 -1.1027 -4.8452
C 1.6438 -1.0118 -6.1335
C 3.0018 -0.9629 -6.2834
C 3.8332 -1.0083 -5.1481
C 3.3050 -1.0916 -3.8850
C 1.9109 -1.1415 -3.7139
H -0.5590 -4.8674 1.5435
H -0.6939 -3.7246 2.9122
H -1.7571 -3.5487 1.4935
H 1.3827 -4.7152 2.9215
H 3.8163 -4.7947 3.2492
H 5.3182 -3.3146 1.9649
H 4.3510 -1.7060 0.3170
H -2.0003 -1.3093 -3.3235
H -0.9632 -1.1710 -5.5588
H 0.9909 -0.9844 -6.9972
H 3.4389 -0.8969 -7.2703
H 4.9073 -0.9781 -5.2762
H 3.9528 -1.1218 -3.0196
N 3.3388 1.3203 0.6801
N 2.6460 2.0832 1.6252
C 1.3704 1.8196 1.9463
O 0.7811 2.1755 2.9194
O 0.7044 1.0629 0.9538
H 3.8936 0.6221 1.1667
H 3.9463 1.9319 0.1502
H 3.1561 2.5221 2.3812
C -1.9583 4.7825 2.5584
C -2.6892 3.6252 2.8006
C -2.6713 2.5900 1.8815
C -1.9227 2.7186 0.7106
C -1.1901 3.8771 0.4692
C -1.2119 4.9101 1.3964
P -1.8287 1.3144 -0.4041
C -1.1091 1.8608 -1.9730
C -1.9377 2.1425 -3.0587
C -1.3901 2.5359 -4.2710
C -0.0132 2.6368 -4.4159
C 0.8189 2.3560 -3.3402
C 0.2754 1.9753 -2.1220
C -3.5107 0.7437 -0.6908
C -3.8149 -0.6147 -0.7684
C -5.1209 -1.0240 -0.9980
C -6.1259 -0.0792 -1.1461
C -5.8322 1.2756 -1.0533
C -4.5313 1.6893 -0.8201
H -1.9787 5.5920 3.2761
H -3.2768 3.5340 3.7044
H -3.2475 1.6905 2.0694
H -0.6157 3.9841 -0.4426
H -0.6528 5.8164 1.2057
H -3.0110 2.0416 -2.9725
H -2.0429 2.7597 -5.1046
H 0.4117 2.9380 -5.3646
H 1.8933 2.4332 -3.4481
H 0.9499 1.7827 -1.2946
H -3.0426 -1.3638 -0.6546
H -5.3541 -2.0788 -1.0541
H -7.1445 -0.3981 -1.3233
H -6.6189 2.0112 -1.1534
H -4.3137 2.7465 -0.7221
C 2.0656 -0.6528 6.0252
N 1.0141 -0.7938 5.0055
C -0.2781 -0.9571 5.3462
C -1.2903 -1.0448 4.4313
C -0.8611 -0.9613 3.1103
O -1.6387 -0.9486 2.0232
N 0.4110 -0.8555 2.7586
C 1.4276 -0.6839 3.6691
O 2.5774 -0.4596 3.3743
H 1.5966 -0.7033 7.0030
H 2.5645 0.3033 5.8962
H 2.7928 -1.4528 5.9147
H -0.4753 -1.0001 6.4095
H -2.3260 -1.1394 4.7119

***

Record 4
The following is a quantum chemistry calculation of a molecular structure, C22H32AsN7S5Ti in a non-equilibrium geometry, from the OMol25 dataset.

Computed properties:
2S+1 ... 3
HOMO level (alpha / beta) ... 0.63 / -0.26 eV
ΔE to the lowest compared entry with this formula, charge and spin ... 0.0 kJ/mol
Total charge ... -2

Atoms and positions in Å:
Ti -0.5645 0.9069 -0.6462
C 1.0766 4.2205 -0.4210
N 1.9810 3.1428 -0.7740
C 3.2661 3.5590 -1.2978
C 4.2485 3.1923 -0.1901
N 3.5905 2.0892 0.4825
C 4.2098 1.7660 1.7406
C 2.1872 2.1911 0.2225
N 1.1981 1.4264 0.5991
C 1.3589 0.5997 1.7640
C 0.0239 0.2684 2.4253
N -0.7520 -0.5855 1.5711
C -1.7841 -1.1935 2.0045
N -2.6036 -1.8996 1.1511
C -2.0770 -2.9731 0.3581
C -3.8911 -2.0373 1.7831
C -3.5533 -2.0049 3.2732
N -2.3310 -1.2221 3.3173
C -1.4821 -1.5150 4.4513
H 1.5552 4.9517 0.2437
H 0.2122 3.8036 0.0997
H 0.7241 4.7188 -1.3216
H 3.2618 4.6239 -1.5320
H 3.4824 2.9970 -2.2134
H 4.4048 4.0392 0.5016
H 5.2222 2.8638 -0.5680
H 5.2915 1.7495 1.5795
H 3.9059 0.7834 2.0848
H 3.9996 2.5091 2.5256
H 1.9411 1.1197 2.5412
H 1.8604 -0.3575 1.5155
H -0.5285 1.2040 2.6153
H 0.2728 -0.1869 3.3951
H -1.0960 -2.6843 -0.0104
H -2.7263 -3.1444 -0.4981
H -1.9849 -3.9064 0.9407
H -4.3965 -2.9490 1.4689
H -4.4988 -1.1712 1.5083
H -3.3817 -3.0254 3.6559
H -4.3227 -1.5247 3.8803
H -2.0850 -1.9926 5.2255
H -1.0625 -0.6010 4.8737
H -0.6627 -2.1997 4.1928
C 2.4978 -0.0339 -1.7415
C 1.4519 -1.0865 -1.9783
C 1.8497 -2.3014 -2.4987
C 0.9177 -3.2119 -2.9771
C -0.4395 -2.8265 -2.9851
C -1.4302 -3.5912 -3.6166
C -2.7545 -3.1806 -3.6114
C -3.1242 -2.0588 -2.9019
C -2.1639 -1.3034 -2.2139
S -2.6830 -0.0509 -1.1504
C -0.7896 -1.6163 -2.3145
N 0.1430 -0.7624 -1.7688
H 3.3244 -0.1708 -2.4404
H 2.9186 -0.0694 -0.7346
H 2.0606 0.9512 -1.9143
H 2.9109 -2.5194 -2.5734
H 1.2262 -4.1580 -3.4004
H -1.1324 -4.5037 -4.1216
H -3.5014 -3.7579 -4.1464
H -4.1552 -1.7347 -2.8531
S -4.1422 3.0341 -2.0596
As -2.1780 3.2702 -1.3341
S -0.5684 2.2976 -2.5501
S -1.8383 2.4557 0.6987
S -1.8904 5.3773 -1.3314